Record 1
106
Properties=species:S:1:pos:R:3:forces:R:3:lowdin_charge:R:1 method="wB97M-V/def2-TZVPD" homo_ev=-11.30 total_energy_ha=-87005.9905 gap_ev=8.26 total_charge=+1 e_lumo_ev=-3.040
C 6.678650 2.226393 -2.518720 0.0 -0.3 0.1 -0.104
O 6.088500 2.726978 -3.745173 -0.2 0.8 1.2 -0.203
C 4.943287 3.511770 -3.404742 -1.5 -0.7 -0.6 -0.245
C 3.832494 3.499189 -4.549798 0.5 0.8 0.8 -0.155
C 2.480296 3.944341 -3.856410 0.2 0.0 -1.0 -0.184
C 1.203706 3.683522 -4.787801 0.0 0.9 0.2 -0.149
C -0.013675 3.167184 -3.958815 -1.0 -0.1 0.1 -0.242
C -1.474727 3.131602 -4.613737 1.2 -0.4 0.8 -0.052
C -2.238969 2.459406 -3.396740 -0.3 2.3 0.3 -0.285
C -3.800960 2.421914 -3.354734 -0.5 -0.2 -0.2 -0.113
C -4.334303 2.077548 -1.902560 0.4 1.1 0.1 -0.800
O -4.171720 2.830107 -0.990141 0.1 -0.6 -1.0 -0.063
I -5.423787 0.249974 -1.482700 0.4 0.1 -0.5 0.869
N -1.429539 1.217857 -3.161057 -1.3 0.3 0.8 -0.156
P -1.602642 -0.246996 -4.250911 0.9 -3.2 -2.5 0.950
N -2.987028 -0.149284 -5.304608 -0.1 0.8 2.4 -0.141
O -1.947376 -1.516002 -3.193116 -0.7 2.8 -0.5 -0.256
C 0.012028 1.732798 -3.265045 2.7 0.6 2.1 -0.222
C 1.129126 0.691648 -3.552887 1.5 -2.3 0.1 -0.216
C 1.543923 -0.179262 -2.421487 0.8 -0.2 -2.0 -0.016
C 2.587062 -1.198141 -2.581730 -0.5 1.5 -1.3 -0.155
C 3.278924 -1.364849 -3.864938 -1.6 1.9 -0.5 -0.088
C 2.878780 -0.523405 -5.002459 -1.2 0.3 2.3 -0.038
C 1.805249 0.468950 -4.823368 0.7 -0.9 0.8 -0.058
H 6.400604 2.837964 -1.619119 0.3 -0.3 -0.9 0.087
H 6.261508 1.192695 -2.345388 0.7 0.8 -0.1 0.094
H 7.792815 2.246998 -2.609402 -1.0 -0.3 0.0 0.095
H 4.444980 3.015460 -2.515869 0.5 0.7 -0.7 0.111
H 5.170376 4.590358 -3.171205 0.1 -1.0 0.0 0.137
H 4.107803 4.285296 -5.305970 -0.3 -0.9 0.5 0.120
H 3.769926 2.511871 -5.073616 0.0 0.7 0.7 0.101
H 2.568958 5.055490 -3.688068 -0.2 -1.1 0.0 0.121
H 2.376510 3.468427 -2.846943 0.0 0.2 -0.9 0.104
H 0.916834 4.714011 -5.158835 0.0 -1.2 0.2 0.126
H 1.450594 3.096490 -5.706850 -0.2 0.3 1.0 0.101
H -0.055024 3.865700 -3.069196 -0.2 -0.5 -1.1 0.147
H -1.399817 2.395557 -5.467245 -0.4 1.1 0.5 0.121
H -1.790644 4.172874 -4.893651 -0.1 -1.3 0.2 0.144
H -1.975827 3.119194 -2.512937 -0.3 -0.7 -0.8 0.162
H -4.152763 3.481426 -3.533039 0.5 -1.0 0.3 0.152
H -4.295369 1.801368 -4.138935 0.5 0.4 0.8 0.089
H -1.614871 0.888484 -2.199784 0.4 0.2 -0.3 0.159
H -2.990103 0.773488 -5.763411 -0.1 -0.6 -0.1 0.044
H -3.862845 -0.258781 -4.768166 0.1 0.0 -0.6 0.037
H -2.700022 -1.279456 -2.609020 0.1 -0.6 -0.2 0.021
H 0.226796 1.998892 -2.185156 -0.2 -0.5 -1.1 0.156
H 1.032891 -0.077061 -1.431373 0.6 -0.1 -0.9 0.110
H 2.877513 -1.877855 -1.716078 -1.1 2.3 -1.3 -0.082
H 4.103855 -2.104297 -4.031845 -1.0 0.8 0.4 0.080
H 3.377867 -0.624505 -6.000346 -0.6 0.1 1.2 0.113
H 1.520137 1.057505 -5.722042 0.2 -0.5 0.9 0.098
C 3.821479 -5.327851 -0.804587 0.3 -0.2 0.2 -1.550
Br 2.460664 -5.451660 0.558307 0.3 0.3 -0.3 0.528
Br 3.724809 -6.801515 -2.053073 0.0 0.2 0.1 0.594
Br 3.776931 -3.613012 -1.711892 0.7 -2.2 0.6 0.782
H 4.781848 -5.398702 -0.303201 -0.1 0.0 -0.1 -0.022
C 3.228337 -6.959526 4.613534 0.0 -0.1 0.1 -1.562
Br 3.092931 -8.420688 3.354649 0.0 0.3 0.2 0.581
Br 4.502382 -5.619576 4.024290 -0.1 -0.3 0.1 0.538
Br 1.499179 -6.188329 5.006724 0.2 -0.4 0.0 0.554
H 3.608732 -7.373502 5.541638 0.0 0.1 -0.1 -0.023
C 1.101118 -1.649395 4.124995 0.2 0.1 0.0 -1.610
Br 0.254500 -1.457403 5.851009 0.1 0.0 -0.2 0.553
Br 2.490248 -2.991690 4.156618 -0.3 0.5 -0.1 0.515
Br -0.197838 -1.983417 2.725874 0.1 0.0 0.1 0.542
H 1.578011 -0.702110 3.896616 -0.1 -0.1 0.0 -0.092
C -0.672377 -7.647532 2.081005 0.0 -0.1 0.0 -1.607
Br 0.442160 -8.312637 0.646255 -0.4 -0.1 0.2 0.528
Br -0.758913 -5.711315 2.093597 0.0 -0.2 -0.1 0.496
Br -2.434415 -8.443169 2.048814 0.2 0.2 0.0 0.586
H -0.203593 -7.949405 3.013626 0.0 0.1 -0.1 -0.063
C 3.015783 1.229785 7.245043 -0.1 0.0 0.1 -1.619
Br 4.007403 0.070069 8.431782 -0.1 0.1 -0.2 0.579
Br 3.294811 3.096561 7.661976 0.0 -0.3 -0.1 0.585
Br 3.394745 0.843631 5.387274 0.1 0.1 0.2 0.594
H 1.962210 1.021961 7.404020 0.2 0.0 -0.1 -0.045
C -8.825951 2.332513 -0.115958 0.1 0.0 0.1 -1.651
Br -9.647445 0.659763 0.398557 0.1 0.3 -0.1 0.575
Br -8.910682 2.623027 -2.026059 0.0 0.0 0.2 0.540
Br -9.555676 3.828751 0.859241 0.0 -0.2 -0.1 0.583
H -7.774453 2.265106 0.148588 -0.2 0.0 0.0 -0.090
C -6.366891 4.915699 2.932442 -0.2 0.1 0.1 -1.611
Br -5.242743 6.328908 3.623583 -0.1 -0.2 -0.1 0.580
Br -5.760322 4.300254 1.200034 0.1 0.0 0.3 0.595
Br -6.551066 3.463880 4.194249 0.1 0.2 -0.2 0.557
H -7.356728 5.337629 2.788647 0.2 -0.1 0.0 -0.046
C -3.892819 2.249671 7.350610 -0.1 0.1 0.1 -1.595
Br -2.770462 1.524568 5.948320 -0.1 0.0 0.1 0.563
Br -3.928940 4.182340 7.316810 0.0 -0.3 -0.1 0.570
Br -5.672471 1.495056 7.303239 0.2 0.2 -0.1 0.548
H -3.448627 1.956269 8.296359 -0.1 0.0 -0.2 -0.024
C 7.268521 -1.390464 10.584447 0.0 0.0 0.0 -1.641
Br 8.362624 0.039650 11.288854 -0.1 -0.2 -0.1 0.569
Br 7.865689 -1.954609 8.832601 -0.1 0.1 0.2 0.547
Br 7.149174 -2.877601 11.814959 0.0 0.2 -0.2 0.568
H 6.265244 -0.994268 10.466421 0.2 -0.1 0.0 -0.065
C -2.886159 -3.177343 -7.510192 -0.1 0.0 0.0 -1.642
Br -3.124238 -4.988515 -6.877701 0.1 0.3 -0.1 0.579
Br -1.094626 -2.530186 -7.173548 -0.1 -0.1 -0.1 0.540
Br -3.376853 -2.993670 -9.371377 0.1 0.0 0.3 0.577
H -3.562082 -2.548870 -6.939172 0.1 -0.1 -0.1 -0.052
C -4.241660 -2.220056 6.740420 0.0 0.1 0.0 -1.633
Br -5.104769 -2.013832 8.456998 0.1 -0.2 -0.2 0.553
Br -2.864194 -3.573821 6.779436 -0.2 0.1 0.0 0.552
Br -5.523669 -2.536965 5.326871 0.2 0.0 0.2 0.558
H -3.750354 -1.277213 6.517728 -0.1 -0.1 0.0 -0.089

Record 2
12
Properties=species:S:1:pos:R:3:forces:R:3:lowdin_charge:R:1 method="wB97M-V/def2-TZVPD" homo_ev="-8.65 / -8.76" total_energy_ha=-211.1453 gap_ev="7.91 / 8.44" total_charge=0 e_lumo_ev="-0.746 / -0.321" e_above_lowest_kcal_mol=135.2
C 0.413915 0.486342 0.667703 3.2 -0.9 -2.2 -0.089
C -1.007886 0.503460 0.356791 -1.4 1.0 -1.8 -0.390
C 2.610441 0.119405 -0.348225 -1.1 0.2 1.1 0.096
C -1.954787 -0.552176 -0.170818 -1.1 0.2 -2.2 -0.097
N -0.302210 0.241733 1.620414 0.4 -0.5 2.7 0.109
H -1.412401 1.493231 0.275471 -0.3 0.5 0.0 0.089
H 2.047578 -0.510632 -1.025189 0.2 0.3 -0.3 -0.019
H 3.312556 -0.476439 0.292875 -1.0 0.9 -0.3 0.020
H 2.953971 1.128972 -0.692616 -0.6 -1.2 0.5 0.019
H -3.025324 -0.053175 -0.460262 2.6 -1.3 1.1 0.117
H -2.001942 -1.286411 0.633442 -0.6 -0.2 -0.2 0.056
H -1.633910 -1.094312 -1.149586 -0.3 0.9 1.7 0.088